1.
# C32H26Br4N2O5SbV

A molecular structure, C32H26Br4N2O5SbV (the ωB97M-V functional and the def2-TZVPD basis, OMol25).

As for the charge: +2. The value obtained for the calculated total energy is -13200.49928 Ha. The calculation puts the energy relative to the best compared isomer or geometry (same formula, charge and spin) at 0.00 kJ/mol. The value obtained for the LUMO energy (alpha / beta) is -0.311 / -0.312 hartree. Its HOMO energy (alpha / beta) is -14.2 / -14.2 eV. As for the HOMO-LUMO gap (alpha / beta): 5.7 / 5.7 eV.

Element x y z (Å)
V -0.734 -0.233 -1.179
Br 3.666 -4.573 -3.973
C 2.149 -3.795 -3.210
C 1.025 -4.595 -2.899
Br 1.056 -6.431 -3.245
C -0.117 -4.035 -2.328
Br -1.650 -4.998 -1.893
C -0.088 -2.682 -2.064
O -1.049 -1.947 -1.491
C 1.016 -1.882 -2.379
O 0.814 -0.598 -2.044
C 2.150 -2.423 -2.955
Br 3.581 -1.296 -3.345
C -2.542 1.813 -3.843
C -3.387 2.428 -2.736
C -2.578 2.939 -1.510
C -3.544 3.445 -0.417
C -2.835 3.943 0.836
C -1.682 4.089 -1.964
O -2.135 5.123 -2.358
N -0.294 3.887 -1.926
C 0.382 2.754 -1.553
O 1.564 2.604 -1.625
N -0.451 1.721 -1.032
C -1.772 1.803 -1.001
O -2.317 0.679 -0.630
H -3.169 1.553 -4.693
H -2.055 0.882 -3.530
H -1.771 2.497 -4.205
H -4.128 1.718 -2.371
H -3.921 3.300 -3.112
H -4.236 2.634 -0.182
H -4.121 4.246 -0.876
H -2.284 3.137 1.333
H -3.561 4.327 1.551
H -2.141 4.756 0.614
H 0.275 4.652 -2.274
C -2.307 0.559 4.780
C -1.656 1.543 4.043
C -0.837 1.187 2.984
C -0.677 -0.163 2.676
C -1.330 -1.154 3.405
C -2.144 -0.785 4.463
Sb 0.602 -0.683 1.110
C 2.361 0.447 1.227
C 3.156 0.717 0.121
C 4.362 1.370 0.312
C 4.763 1.740 1.590
C 3.958 1.467 2.690
C 2.745 0.821 2.514
C 1.087 -2.716 1.036
C 2.443 -3.034 0.967
C 2.820 -4.368 0.925
C 1.853 -5.365 0.940
C 0.501 -5.038 0.991
C 0.110 -3.711 1.031
H -2.942 0.842 5.608
H -1.779 2.586 4.302
H -0.318 1.955 2.420
H -1.192 -2.202 3.174
H -2.648 -1.546 5.044
H 2.841 0.449 -0.879
H 4.987 1.596 -0.542
H 5.706 2.251 1.730
H 4.271 1.757 3.684
H 2.120 0.611 3.375
H 3.200 -2.258 0.955
H 3.870 -4.626 0.884
H 2.152 -6.405 0.910
H -0.249 -5.820 0.995
H -0.945 -3.465 1.040

=====

2.
# C15H39F3O8Y

A molecular structure, C15H39F3O8Y at a distorted geometry (the ωB97M-V functional and the def2-TZVPD basis, OMol25).

As for the charge: +1. The value obtained for the calculated total energy is -1534.60935 Ha. The calculation puts the energy relative to the best compared isomer or geometry (same formula, charge and spin) at 265.13 kJ/mol. The value obtained for the LUMO energy is -0.078 hartree. Its HOMO energy is -11.4 eV. As for the HOMO-LUMO gap: 9.2 eV.

Element x y z (Å)
Y 0.847 0.504 0.306
C -2.512 -0.677 -1.024
O -2.311 -2.082 -1.055
O -1.338 -0.026 -0.564
C -3.277 -0.008 -2.200
F -4.188 -0.785 -2.764
F -3.776 1.220 -1.948
F -2.437 0.152 -3.176
C -3.367 -3.018 -1.028
C -2.949 -4.430 -0.635
H -3.716 -5.108 -1.011
H -2.004 -4.634 -1.137
H -2.704 -4.492 0.425
H -3.851 -3.130 -1.998
H -4.204 -2.920 -0.336
H -3.198 -0.589 -0.182
C 3.929 2.143 1.510
O 2.916 1.177 1.172
H 3.718 2.533 2.505
H 4.918 1.719 1.684
H 4.022 2.941 0.773
C 0.218 -1.275 4.835
C 1.050 -1.085 3.530
O 0.196 -0.538 2.492
H 0.888 -1.508 5.663
H -0.482 -2.111 4.818
H -0.333 -0.360 5.056
H 1.600 -2.008 3.347
H 1.761 -0.281 3.719
H -0.707 -0.664 2.792
C 3.132 0.252 -3.859
C 2.941 0.653 -2.396
O 1.721 0.077 -1.899
H 4.129 0.584 -4.148
H 2.335 0.734 -4.425
H 3.095 -0.825 -4.026
H 3.047 1.714 -2.170
H 3.737 0.225 -1.787
H 1.181 -0.068 -2.680
C -0.892 3.858 -2.511
C 0.221 2.713 -2.389
O 0.665 2.680 -1.000
H -0.433 4.845 -2.557
H -1.628 3.727 -1.718
H -1.519 3.714 -3.391
H 1.083 2.816 -3.048
H -0.288 1.774 -2.610
H 1.218 3.442 -0.811
C -2.165 2.958 2.593
C -1.420 2.939 1.296
O -0.231 2.236 1.637
H -3.117 3.437 2.363
H -1.513 3.423 3.333
H -2.196 1.941 2.983
H -1.283 4.008 1.129
H -1.939 2.649 0.382
H -0.108 2.432 2.569
C 1.387 -4.082 0.814
C 0.854 -2.842 0.047
O 1.676 -1.685 0.276
H 2.380 -4.423 0.522
H 0.730 -4.944 0.697
H 1.338 -3.910 1.889
H -0.185 -2.673 0.329
H 0.797 -3.021 -1.027
H 2.540 -2.019 0.023

=====

3.
# C29H38ClN7O2Pd

A molecular structure, C29H38ClN7O2Pd (the ωB97M-V functional and the def2-TZVPD basis, OMol25).

The value obtained for the calculated total energy is -2249.73998 Ha. The value obtained for the LUMO energy is 0.005 hartree. Its HOMO energy is -7.2 eV. As for the HOMO-LUMO gap: 7.3 eV.

Element x y z (Å)
Pd 0.290 0.399 -0.392
C 0.834 3.190 2.827
C 0.586 4.394 2.174
C 0.047 4.382 0.900
C -0.241 3.162 0.294
N -0.008 1.997 0.947
C 0.532 2.016 2.169
C -0.730 2.985 -1.072
C -1.320 4.005 -1.819
C -1.747 3.751 -3.109
C -1.574 2.483 -3.648
C -0.987 1.466 -2.909
C -0.561 1.687 -1.597
H 1.271 3.159 3.814
H 0.830 5.333 2.651
H -0.128 5.302 0.361
H 0.728 1.047 2.610
H -1.462 4.989 -1.389
H -2.215 4.533 -3.692
H -1.907 2.284 -4.660
H -0.864 0.487 -3.351
C 4.096 -0.613 -1.638
N 3.580 -0.325 -0.303
C 3.286 1.088 -0.135
C 2.749 -1.239 0.299
N 1.670 -0.838 0.923
C 1.161 -1.633 1.963
C 2.008 -2.250 2.884
C 1.523 -3.104 3.860
C 0.162 -3.359 3.921
C -0.700 -2.682 3.077
C -0.235 -1.749 2.145
N -1.075 -0.986 1.347
C -2.261 -0.601 1.718
N -2.693 -0.381 3.009
C -4.049 -0.671 3.419
C -1.798 -0.059 4.093
N -3.205 -0.319 0.765
C -3.062 -0.867 -0.567
C -3.988 0.896 0.831
N 3.144 -2.548 0.179
C 4.522 -2.953 0.336
C 2.195 -3.637 0.099
H 3.368 -0.297 -2.393
H 4.290 -1.672 -1.763
H 5.030 -0.068 -1.782
H 4.094 1.667 -0.575
H 3.193 1.329 0.925
H 2.324 1.299 -0.647
H 3.073 -2.072 2.809
H 2.206 -3.580 4.549
H -0.233 -4.068 4.637
H -1.766 -2.860 3.137
H -4.625 -1.032 2.572
H -4.540 0.217 3.829
H -4.045 -1.443 4.196
H -0.822 0.212 3.707
H -1.665 -0.901 4.779
H -2.204 0.789 4.653
H -2.441 -1.756 -0.540
H -2.590 -0.148 -1.242
H -4.056 -1.110 -0.951
H -3.896 1.355 1.811
H -5.044 0.692 0.634
H -3.631 1.610 0.079
H 5.170 -2.084 0.393
H 4.843 -3.581 -0.500
H 4.636 -3.538 1.256
H 1.199 -3.260 -0.120
H 2.159 -4.216 1.028
H 2.502 -4.300 -0.715
Cl 0.615 -4.185 -3.752
C 1.026 -2.478 -3.492
C 0.441 -1.891 -2.200
O -0.339 -2.499 -1.490
O 0.912 -0.716 -2.008
H 0.658 -1.908 -4.343
H 2.111 -2.395 -3.467

=====

4.
# C15H26B2F4NO16Tl2

A molecular structure, C15H26B2F4NO16Tl2 at a distorted geometry (the ωB97M-V functional and the def2-TZVPD basis, OMol25).

As for the charge: +3. The value obtained for the calculated total energy is -2638.27316 Ha. The calculation puts the energy relative to the best compared isomer or geometry (same formula, charge and spin) at 52.10 kJ/mol. The value obtained for the LUMO energy is -0.596 hartree. Its HOMO energy is -17.9 eV. As for the HOMO-LUMO gap: 1.7 eV.

Element x y z (Å)
Tl 2.546 -2.717 0.537
Tl 2.954 0.951 -3.074
B 1.317 -0.102 -0.657
H 0.453 -0.271 -1.437
H 2.363 -0.652 -1.146
H 1.611 1.021 -0.617
H 0.977 -0.668 0.295
B 4.558 -0.722 -0.940
H 4.981 -1.319 -0.022
H 4.055 0.254 -0.474
H 5.228 -0.363 -1.832
H 3.721 -1.438 -1.435
C 1.715 -4.048 -4.434
C 1.619 -3.189 -3.222
O 1.374 -3.622 -2.087
O 1.812 -1.945 -3.346
H 0.811 -4.631 -4.627
H 2.591 -4.697 -4.359
H 1.843 -3.419 -5.329
C -0.391 0.748 5.236
C 0.637 1.651 4.501
O 0.975 0.862 3.384
C 0.605 -0.411 3.543
O 1.021 -1.305 2.843
O -0.071 -0.547 4.661
F 1.691 1.855 5.305
H -1.416 0.981 4.937
H -0.420 0.696 6.320
H 0.208 2.594 4.165
C 1.863 5.692 0.073
C 0.956 4.488 0.026
O 0.571 4.376 1.382
C 1.535 4.981 2.158
O 1.604 4.953 3.337
O 2.467 5.518 1.334
F 1.606 3.323 -0.305
H 1.276 6.609 -0.037
H 2.630 5.811 -0.692
H 0.028 4.575 -0.536
C -3.868 -3.085 0.210
C -3.553 -3.766 1.538
O -2.135 -3.823 1.619
C -1.642 -2.844 0.825
O -0.496 -2.737 0.462
O -2.646 -2.248 0.197
F -4.033 -5.023 1.562
H -4.646 -2.329 0.174
H -3.593 -3.698 -0.647
H -3.983 -3.245 2.396
C -1.771 1.406 -0.028
C -1.947 1.354 1.497
O -3.214 0.816 1.675
C -3.823 0.712 0.457
O -4.923 0.332 0.262
O -3.045 1.178 -0.549
F -1.803 2.602 2.021
H -1.094 0.566 -0.269
H -1.285 2.244 -0.525
H -1.229 0.737 2.035
C -1.598 -1.226 -3.707
N -0.950 -0.153 -4.514
O -1.640 0.241 -5.416
O 0.044 0.446 -4.095
H -1.780 -2.070 -4.367
H -2.461 -0.781 -3.224
H -0.791 -1.479 -3.018

=====

5.
# C7H11N4O

A gas-phase ion, C7H11N4O (charge +1) at a distorted geometry (the ωB97M-V functional and the def2-TZVPD basis, OMol25).

As for the structure (SMILES): O[C@@H](N1C=[NH+]CC1)n1ccnc1. As for the charge: +1. The value obtained for the calculated total energy is -567.32285 Ha. The calculation puts the energy relative to the best compared isomer or geometry (same formula, charge and spin) at 150.51 kJ/mol. The value obtained for the LUMO energy is -0.133 hartree. Its HOMO energy is -12.6 eV. As for the HOMO-LUMO gap: 9.0 eV.

Element x y z (Å)
O 0.362 2.389 -0.076
C 0.405 1.126 0.506
N -0.853 0.456 0.187
C -2.053 0.970 0.030
N -2.963 0.130 -0.345
C -2.396 -1.302 -0.226
C -0.959 -1.029 0.148
N 1.518 0.340 0.190
C 1.998 -0.010 -1.080
C 3.092 -0.721 -0.899
N 3.309 -0.923 0.434
C 2.378 -0.249 1.054
H 0.905 2.946 0.519
H 0.406 1.318 1.645
H -2.322 2.017 0.027
H -3.967 0.279 -0.376
H -2.419 -1.742 -1.132
H -2.796 -1.957 0.466
H -0.735 -1.396 1.098
H -0.358 -1.392 -0.630
H 1.665 0.516 -1.927
H 3.687 -1.173 -1.658
H 2.096 -0.590 2.046

=====

6.
# C57H81BN4O4PSr

A molecular structure, C57H81BN4O4PSr at a distorted geometry (the ωB97M-V functional and the def2-TZVPD basis, OMol25).

As for the charge: -1. The value obtained for the calculated total energy is -3137.63458 Ha. The calculation puts the energy relative to the best compared isomer or geometry (same formula, charge and spin) at 370.94 kJ/mol. The value obtained for the LUMO energy is 0.081 hartree. Its HOMO energy is -2.9 eV. As for the HOMO-LUMO gap: 5.1 eV.

Element x y z (Å)
Sr -0.030 -0.047 0.619
C 2.762 2.716 0.781
N 1.993 2.276 -0.364
C 2.848 2.046 -1.503
C 0.921 3.200 -0.672
C -0.163 2.527 -1.513
N -0.732 1.416 -0.818
C -1.106 0.270 -1.607
C -0.239 -0.010 -2.790
C -0.556 0.615 -3.978
C 0.242 0.491 -5.104
C 1.393 -0.275 -4.970
C 1.743 -0.947 -3.810
C 0.877 -0.866 -2.680
O 1.072 -1.536 -1.576
C 3.083 -1.682 -3.724
C 3.892 -1.626 -5.030
C 2.920 -3.165 -3.381
C 3.903 -1.031 -2.603
C -0.146 1.219 -6.383
C 0.830 0.962 -7.536
C -0.185 2.732 -6.116
C -1.540 0.741 -6.815
C -1.859 1.768 -0.003
C -1.640 2.854 1.008
C -2.320 4.046 0.935
C -2.186 5.015 1.927
C -1.355 4.710 2.993
C -0.644 3.525 3.113
C -0.743 2.560 2.074
O -0.074 1.465 2.017
C 0.136 3.306 4.409
C 0.895 1.978 4.480
C -0.876 3.306 5.569
C 1.158 4.433 4.623
C -2.963 6.318 1.820
C -4.462 6.003 1.717
C -2.514 7.079 0.565
C -2.766 7.235 3.030
H 3.288 3.668 0.588
H 3.492 1.945 1.037
H 2.086 2.837 1.624
H 3.298 2.981 -1.884
H 2.291 1.580 -2.314
H 3.644 1.368 -1.204
H 1.293 4.093 -1.213
H 0.481 3.538 0.266
H 0.285 2.182 -2.447
H -0.922 3.286 -1.779
H -2.151 0.378 -1.969
H -1.108 -0.590 -0.959
H -1.454 1.224 -4.005
H 2.045 -0.352 -5.822
H 3.349 -2.111 -5.843
H 4.827 -2.169 -4.889
H 4.138 -0.608 -5.329
H 2.407 -3.700 -4.179
H 2.371 -3.256 -2.454
H 3.900 -3.622 -3.249
H 4.164 -0.009 -2.872
H 4.823 -1.588 -2.428
H 3.325 -1.028 -1.682
H 1.832 1.304 -7.283
H 0.503 1.503 -8.423
H 0.870 -0.098 -7.779
H 0.797 3.089 -5.810
H -0.890 2.972 -5.324
H -0.485 3.274 -7.011
H -1.528 -0.335 -6.980
H -1.854 1.235 -7.734
H -2.276 0.952 -6.044
H -2.168 0.866 0.533
H -2.724 2.059 -0.642
H -2.969 4.220 0.082
H -1.243 5.439 3.781
H 0.231 1.143 4.279
H 1.335 1.881 5.474
H 1.688 1.928 3.737
H -1.580 2.489 5.432
H -1.434 4.238 5.615
H -0.361 3.169 6.519
H 1.874 4.443 3.803
H 1.698 4.263 5.553
H 0.688 5.412 4.680
H -4.680 5.430 0.821
H -5.044 6.923 1.683
H -4.780 5.418 2.576
H -2.653 6.474 -0.326
H -1.458 7.335 0.636
H -3.089 7.997 0.450
H -3.101 6.749 3.942
H -3.348 8.146 2.897
H -1.722 7.518 3.145
N 1.035 -4.051 -0.845
P -0.275 -2.936 -0.698
C -1.410 -4.321 0.027
C -2.022 -4.016 1.238
C -2.829 -4.943 1.878
C -3.011 -6.202 1.332
C -2.401 -6.523 0.130
C -1.624 -5.582 -0.522
C -1.157 -3.042 -2.305
C -0.587 -3.210 -3.559
C -1.357 -3.089 -4.705
C -2.711 -2.821 -4.619
C -3.296 -2.679 -3.370
C -2.523 -2.781 -2.230
C 2.123 -3.898 -0.032
C 3.120 -4.887 0.075
C 4.195 -4.642 0.902
C 4.270 -3.434 1.586
C 3.241 -2.521 1.409
N 2.202 -2.752 0.631
H 0.839 -4.991 -1.158
H -1.831 -3.035 1.669
H -3.312 -4.697 2.816
H -3.622 -6.934 1.844
H -2.536 -7.513 -0.289
H -1.178 -5.834 -1.480
H 0.463 -3.423 -3.636
H -0.891 -3.193 -5.677
H -3.307 -2.718 -5.517
H -4.359 -2.490 -3.287
H -2.975 -2.657 -1.252
H 3.050 -5.816 -0.473
H 4.974 -5.384 1.015
H 5.105 -3.218 2.236
H 3.211 -1.561 1.921
C 0.042 -4.685 4.307
C 0.502 -3.252 4.598
C 1.709 -3.289 5.541
O 0.951 -2.671 3.371
B 0.160 -1.619 2.962
O -0.856 -1.465 3.892
C -0.664 -2.296 5.041
C -0.287 -1.359 6.194
C -1.994 -2.974 5.378
H 0.889 -5.264 3.951
H -0.704 -4.678 3.521
H -0.364 -5.151 5.200
H 2.459 -3.946 5.109
H 1.431 -3.654 6.525
H 2.146 -2.301 5.618
H 0.603 -0.796 5.930
H -0.142 -1.908 7.120
H -1.097 -0.646 6.328
H -2.362 -3.538 4.530
H -2.719 -2.197 5.609
H -1.890 -3.630 6.239